DFT (ωB97M-V/def2-TZVPD) results for C21H24F2N7ORuS3 as an isolated structure in a non-equilibrium geometry.

ΔE to the lowest compared entry with this formula, charge and spin: 33.1 kcal/mol
⟨S²⟩: 0.759
Frontier orbital gap (alpha / beta): 6.876 / 6.767 eV
2S+1: 2
Largest force on an atom: 3.54 eV Å⁻¹

Geometry as XYZ:
```
59
Properties=species:S:1:pos:R:3:mulliken_charge:R:1
Ru -0.820 0.373 -1.303 0.244
N -4.164 -1.802 -3.426 -0.430
C -3.090 -1.422 -2.699 0.633
S -1.786 -0.645 -3.527 -0.330
N -3.099 -1.727 -1.425 -1.768
N -1.975 -1.320 -0.812 1.671
C -1.599 -1.969 0.227 -0.903
C -0.303 -1.651 0.821 0.699
C 0.248 -2.384 1.864 -1.028
C 1.495 -2.036 2.350 -0.616
C 2.169 -0.961 1.789 -0.920
C 1.558 -0.283 0.748 -0.547
N 0.360 -0.622 0.281 1.048
H -4.229 -1.486 -4.375 0.209
H -5.000 -2.081 -2.942 0.240
H -2.214 -2.784 0.595 0.323
H -0.300 -3.225 2.267 0.498
H 1.944 -2.596 3.160 0.424
H 3.154 -0.673 2.128 0.531
H 2.038 0.554 0.252 0.454
S 0.975 1.490 -2.587 -0.385
C 1.585 -0.106 -2.797 0.267
N 0.924 -1.135 -2.350 0.326
C 1.594 -2.326 -2.561 -0.750
C 1.150 -3.589 -2.174 -0.228
C 1.951 -4.686 -2.435 -0.735
C 3.178 -4.540 -3.087 -0.463
C 3.626 -3.291 -3.484 -0.531
C 2.828 -2.187 -3.211 0.801
S 3.118 -0.504 -3.554 -0.298
H 0.190 -3.685 -1.682 0.447
H 1.622 -5.673 -2.134 0.388
H 3.786 -5.412 -3.288 0.366
H 4.576 -3.178 -3.992 0.389
C -1.340 0.572 3.207 -1.070
N -0.744 1.859 2.908 0.245
C -0.162 2.585 4.022 -0.609
C -0.171 4.066 3.715 -0.749
C 0.579 4.289 2.421 -0.651
N 0.083 3.411 1.373 0.332
C 0.366 3.839 0.014 -0.615
C -0.594 2.255 1.607 0.398
O -1.082 1.565 0.698 -0.520
H -2.139 0.694 3.941 0.435
H -0.591 -0.116 3.611 0.291
H -1.753 0.154 2.296 0.168
H 0.860 2.238 4.219 0.277
H -0.761 2.374 4.909 0.375
H 0.291 4.633 4.522 0.366
H -1.206 4.399 3.606 0.304
H 1.651 4.119 2.573 0.330
H 0.453 5.319 2.083 0.366
H -0.227 4.719 -0.246 0.334
H 0.124 3.046 -0.677 -0.301
H 1.427 4.080 -0.079 0.369
F -2.030 2.937 -1.631 -0.255
C -2.353 1.614 -1.870 0.079
F -3.398 1.342 -0.995 -0.302
H -2.773 1.568 -2.868 0.382
```


DFT (ωB97M-V/def2-TZVPD) results for one molecule with the formula C5H10O5 in a non-equilibrium geometry.

ΔE to the lowest compared entry with this formula, charge and spin: 44.1 kcal/mol
SMILES: O=C(O)[C@@H](CO)OCCO
Frontier orbital gap: 10.495 eV
Largest force on an atom: 3.42 eV Å⁻¹

Geometry as XYZ:
```
20
Properties=species:S:1:pos:R:3:mulliken_charge:R:1
O 0.140 2.449 0.298 -0.536
C 0.033 1.463 -0.384 0.382
O -0.664 1.596 -1.655 -0.579
C 0.885 0.201 -0.219 0.517
C 2.252 0.545 0.377 -0.815
O 3.195 -0.448 0.068 -0.550
O 0.287 -0.730 0.634 -0.360
C -0.896 -1.345 0.161 -0.508
C -2.167 -0.751 0.741 -0.425
O -2.379 0.586 0.318 -0.519
H -0.523 0.821 -2.213 0.369
H 1.043 -0.248 -1.216 0.310
H 2.142 0.668 1.468 0.300
H 2.617 1.489 -0.047 0.391
H 2.951 -1.251 0.540 0.337
H -0.927 -1.282 -0.942 0.326
H -0.827 -2.401 0.454 0.367
H -3.017 -1.389 0.453 0.303
H -2.088 -0.722 1.836 0.305
H -2.056 0.748 -0.673 0.386
```


DFT (ωB97M-V/def2-TZVPD) results for one molecule with the formula C6H9NO4 in a non-equilibrium geometry.

ΔE to the lowest compared entry with this formula, charge and spin: 47.2 kcal/mol
Frontier orbital gap (alpha / beta): 8.513 / 8.514 eV
Largest force on an atom: 2.02 eV Å⁻¹

Geometry as XYZ:
```
20
Properties=species:S:1:pos:R:3:mulliken_charge:R:1
C 0.749 0.789 1.777 -0.226
C -0.689 -1.224 1.251 0.402
C 0.065 0.903 -1.520 -0.448
C 0.738 -0.502 -1.426 -0.790
C -0.921 1.053 -0.422 -0.245
C 0.386 -0.295 0.899 0.491
N 1.305 -0.658 -0.108 -0.479
O -0.520 -2.490 0.835 -0.526
O 1.725 1.494 1.600 -0.585
O -1.696 -0.876 1.828 -0.657
O -2.087 0.418 -0.553 -0.474
H 0.054 0.954 2.617 0.403
H 0.829 1.673 -1.415 0.279
H -0.420 0.979 -2.494 0.398
H -0.033 -1.262 -1.587 0.268
H 1.516 -0.621 -2.182 0.451
H -0.898 1.938 0.203 0.467
H 0.347 -2.586 0.408 0.396
H 2.131 -0.067 0.005 0.446
H -2.581 0.381 0.284 0.428
```


DFT (ωB97M-V/def2-TZVPD) results for a 2-piece molecular cluster, C4H13N3 overall in a non-equilibrium geometry.

Charge: +2
ΔE to the lowest compared entry with this formula, charge and spin: 127.7 kcal/mol
Frontier orbital gap: 10.892 eV
Largest force on an atom: 5.92 eV Å⁻¹

Geometry as XYZ:
```
20
Properties=species:S:1:pos:R:3:mulliken_charge:R:1
C -1.841 -0.323 0.916 0.221
C 1.727 1.129 -1.514 -1.286
C 1.176 1.747 -0.199 0.051
C 0.941 0.725 0.818 -0.430
N -2.944 -1.043 0.852 -0.277
N -0.633 -0.704 0.453 -0.272
N -0.517 -1.935 -0.138 -0.404
H -1.894 0.599 1.544 0.354
H 1.954 1.862 -2.345 0.338
H 2.648 0.617 -1.478 0.457
H 1.098 0.420 -2.060 0.279
H 0.402 2.488 -0.289 0.386
H 2.032 2.134 0.299 0.297
H 1.711 -0.060 0.606 0.299
H 0.642 0.929 1.850 0.411
H -3.787 -0.687 1.212 0.281
H -2.750 -2.039 0.836 0.189
H 0.404 -2.190 -0.491 0.353
H -1.036 -1.833 -1.130 0.447
H -1.033 -2.688 0.263 0.306
```